Record 1
{"formula": "C32H36N3P4RhSe2", "method": "wB97M-V/def2-TZVPD", "elements": ["Rh", "C", "P", "C", "C", "C", "P", "C", "C", "H", "H", "H", "H", "H", "H", "H", "H", "H", "H", "H", "H", "H", "H", "H", "H", "Se", "P", "C", "C", "C", "C", "C", "C", "C", "C", "C", "C", "C", "C", "C", "C", "N", "N", "N", "P", "Se", "C", "C", "C", "C", "C", "C", "C", "C", "C", "C", "C", "C", "H", "H", "H", "H", "H", "H", "H", "H", "H", "H", "H", "H", "H", "H", "H", "H", "H", "H", "H", "H"], "positions_angstrom": [[-2.50, 0.91, 0.97], [-5.44, 3.11, 0.70], [-4.36, 2.13, 1.79], [-4.42, 3.02, 3.38], [-5.40, 0.61, 2.09], [-4.73, -0.36, 3.06], [-3.04, -0.86, 2.46], [-3.28, -2.58, 1.90], [-2.08, -1.02, 4.00], [-4.97, 4.07, 0.46], [-6.39, 3.30, 1.21], [-5.62, 2.57, -0.23], [-5.44, 2.98, 3.78], [-4.15, 4.06, 3.21], [-3.72, 2.60, 4.10], [-5.53, 0.12, 1.12], [-6.38, 0.92, 2.45], [-5.34, -1.26, 3.16], [-4.63, 0.09, 4.04], [-3.56, -3.20, 2.75], [-2.35, -2.96, 1.46], [-4.05, -2.63, 1.13], [-2.62, -1.64, 4.72], [-1.90, -0.04, 4.43], [-1.11, -1.47, 3.79], [2.85, -1.64, -2.10], [2.96, -0.38, -0.34], [4.18, 0.92, -0.64], [3.84, 2.03, -1.42], [4.81, 2.96, -1.72], [6.11, 2.79, -1.26], [6.44, 1.69, -0.48], [5.48, 0.74, -0.18], [3.49, -1.34, 1.11], [3.78, -0.67, 2.29], [4.26, -1.39, 3.37], [4.44, -2.77, 3.27], [4.12, -3.43, 2.10], [3.65, -2.72, 1.01], [1.42, 0.44, 0.12], [0.10, 0.61, -0.33], [-0.51, 1.30, 0.68], [0.34, 1.50, 1.64], [1.49, 1.01, 1.34], [-0.92, 0.14, -1.74], [-3.06, 0.38, -1.37], [-0.60, -1.62, -2.03], [-0.16, -2.43, -0.99], [0.04, -3.78, -1.22], [-0.21, -4.32, -2.47], [-0.68, -3.51, -3.50], [-0.88, -2.16, -3.28], [-0.43, 1.10, -3.20], [0.88, 1.06, -3.64], [1.25, 1.74, -4.79], [0.30, 2.48, -5.49], [-1.00, 2.54, -5.03], [-1.37, 1.86, -3.89], [2.82, 2.16, -1.76], [4.55, 3.82, -2.32], [6.87, 3.51, -1.51], [7.44, 1.57, -0.11], [5.73, -0.12, 0.42], [3.64, 0.40, 2.36], [4.49, -0.87, 4.29], [4.83, -3.32, 4.12], [4.26, -4.50, 2.02], [3.41, -3.23, 0.09], [0.02, -2.01, -0.01], [0.40, -4.40, -0.41], [-0.05, -5.37, -2.64], [-0.89, -3.93, -4.46], [-1.25, -1.52, -4.08], [1.62, 0.47, -3.10], [2.27, 1.70, -5.14], [0.58, 3.00, -6.39], [-1.74, 3.13, -5.57], [-2.40, 1.91, -3.54]], "e_tot_ev": -209081.239, "e_lumo_ha": [-0.175, -0.299], "s_squared": 6.01, "total_charge": 2, "homo_lumo_gap_ev": [8.00, 5.66], "spin_multiplicity": 5}

=====

Record 2
{"formula": "C32H29I3N3OPZr", "method": "wB97M-V/def2-TZVPD", "elements": ["Zr", "I", "C", "C", "C", "I", "C", "O", "C", "C", "N", "C", "C", "C", "C", "C", "C", "N", "C", "H", "H", "H", "H", "H", "H", "H", "H", "H", "H", "H", "N", "C", "C", "C", "C", "C", "C", "P", "C", "C", "C", "C", "C", "C", "C", "C", "C", "C", "C", "C", "H", "H", "H", "H", "H", "H", "H", "H", "H", "H", "H", "H", "H", "H", "H", "H", "I", "C", "H", "H"], "positions_angstrom": [[0.04, -0.58, 1.26], [-1.91, -7.25, 0.89], [-1.91, -5.19, 1.02], [-1.89, -4.59, 2.27], [-1.88, -3.20, 2.35], [-1.50, -2.23, 4.14], [-1.91, -2.43, 1.19], [-1.89, -1.05, 1.27], [-1.83, -3.04, -0.05], [-1.57, -2.15, -1.23], [-0.34, -1.28, -1.03], [0.92, -1.92, -1.45], [1.38, -2.90, -0.41], [2.13, -4.01, -0.76], [2.56, -4.87, 0.24], [2.22, -4.61, 1.55], [1.49, -3.47, 1.83], [1.08, -2.62, 0.87], [-1.84, -4.42, -0.14], [-1.87, -5.19, 3.17], [-2.39, -1.46, -1.40], [-1.42, -2.73, -2.14], [-0.49, -0.47, -1.63], [1.67, -1.12, -1.54], [0.85, -2.42, -2.41], [2.36, -4.19, -1.80], [3.14, -5.75, -0.02], [2.52, -5.26, 2.36], [1.20, -3.22, 2.85], [-1.78, -4.90, -1.11], [-0.70, 1.17, 2.68], [-0.58, 2.60, 2.34], [-0.83, 3.54, 3.33], [-0.74, 4.88, 3.02], [-0.41, 5.29, 1.73], [-0.17, 4.34, 0.75], [-0.24, 2.98, 1.06], [-0.04, 1.71, -0.21], [-1.44, 1.92, -1.33], [-1.32, 2.73, -2.47], [-2.43, 2.97, -3.27], [-3.66, 2.41, -2.94], [-3.78, 1.62, -1.81], [-2.68, 1.37, -1.01], [1.44, 2.07, -1.17], [2.50, 2.78, -0.63], [3.67, 2.97, -1.37], [3.77, 2.44, -2.65], [2.71, 1.74, -3.20], [1.55, 1.55, -2.47], [-0.25, 1.02, 3.58], [-1.69, 0.94, 2.83], [-1.10, 3.22, 4.33], [-0.93, 5.62, 3.79], [-0.35, 6.34, 1.49], [0.08, 4.65, -0.26], [-0.37, 3.17, -2.73], [-2.32, 3.59, -4.15], [-4.52, 2.61, -3.57], [-4.74, 1.19, -1.55], [-2.80, 0.75, -0.13], [2.44, 3.20, 0.37], [4.49, 3.53, -0.94], [4.67, 2.60, -3.22], [2.78, 1.35, -4.21], [0.71, 1.04, -2.94], [2.32, -0.35, 3.39], [2.23, 0.17, 1.28], [3.04, -0.41, 0.84], [2.56, 1.21, 1.26]], "e_tot_ev": -75033.629, "e_lumo_ha": -0.224, "total_charge": 2, "homo_lumo_gap_ev": 7.27, "relative_energy_kj_mol": 53.9}

=====

Record 3
{"formula": "C3H28O11S2", "method": "wB97M-V/def2-TZVPD", "elements": ["C", "C", "O", "C", "S", "S", "H", "H", "H", "H", "H", "H", "H", "H", "H", "H", "O", "H", "H", "O", "H", "H", "O", "H", "H", "O", "H", "H", "O", "H", "H", "O", "H", "H", "O", "H", "H", "O", "H", "H", "O", "H", "H", "O"], "positions_angstrom": [[2.31, -0.02, 1.77], [1.02, 0.47, 1.13], [1.05, 0.67, -0.28], [1.87, -1.38, 2.63], [1.93, -0.83, 4.32], [0.11, 0.18, 4.73], [2.73, 0.65, 2.50], [3.02, -0.29, 0.98], [0.06, -0.12, 1.31], [0.69, 1.35, 1.76], [1.02, 1.60, -0.55], [2.27, -2.33, 2.36], [0.83, -1.28, 2.43], [0.20, 1.32, 4.03], [-3.84, 2.70, -0.89], [-2.75, 2.67, 0.20], [-3.27, 3.24, -0.34], [-1.79, -1.24, 1.96], [-3.06, -1.79, 1.07], [-2.34, -1.97, 1.70], [-0.95, -1.59, -0.76], [0.05, -0.46, -1.22], [-0.85, -0.85, -1.38], [-2.90, -3.79, -0.73], [-2.12, -3.13, -1.91], [-2.71, -2.95, -1.15], [3.07, -0.09, -2.04], [4.36, 0.71, -2.16], [3.90, -0.04, -2.53], [-0.37, -4.35, -1.89], [-0.03, -3.30, -2.90], [-0.81, -3.89, -2.60], [1.10, 3.89, 2.39], [-0.49, 3.99, 2.65], [0.28, 3.44, 2.56], [0.45, -1.76, -2.68], [-0.18, -0.90, -3.71], [0.42, -1.69, -3.64], [-2.16, 1.07, -1.97], [-2.99, -0.23, -1.75], [-3.05, 0.74, -2.02], [2.09, 4.11, -0.95], [0.46, 3.89, -1.17], [1.37, 3.59, -1.29]], "e_tot_ev": -47756.584, "e_lumo_ha": -0.014, "total_charge": 0, "homo_lumo_gap_ev": 8.75, "smiles": "OCCCSS.O.O.O.O.O.O.O.O.O.O"}

=====

Record 4
{"formula": "C34H35ClF2N5PS2Zr", "method": "wB97M-V/def2-TZVPD", "elements": ["Zr", "N", "C", "C", "C", "N", "H", "H", "H", "H", "H", "H", "H", "H", "H", "H", "F", "C", "C", "C", "C", "C", "F", "C", "C", "C", "C", "C", "C", "N", "H", "H", "H", "H", "H", "H", "Cl", "C", "C", "C", "C", "N", "C", "H", "H", "H", "H", "C", "C", "C", "N", "H", "H", "H", "H", "H", "S", "P", "S", "C", "C", "C", "C", "C", "C", "C", "C", "C", "C", "C", "C", "H", "H", "H", "H", "H", "H", "H", "H", "H", "H"], "positions_angstrom": [[0.96, 0.24, -0.85], [1.34, -1.97, -0.97], [2.02, -2.45, -2.22], [1.09, -2.38, -3.42], [0.64, -0.97, -3.77], [-0.20, -0.40, -2.67], [1.89, -2.28, -0.18], [0.42, -2.46, -0.90], [2.33, -3.49, -2.08], [2.91, -1.85, -2.38], [0.22, -3.01, -3.25], [1.62, -2.80, -4.28], [0.07, -1.01, -4.70], [1.50, -0.32, -3.94], [-0.86, -1.14, -2.37], [-0.80, 0.33, -3.06], [6.09, -1.39, 0.81], [5.37, -0.55, 0.06], [3.99, -0.61, 0.13], [3.19, 0.26, -0.61], [3.85, 1.21, -1.42], [5.25, 1.21, -1.49], [5.88, 2.06, -2.30], [6.03, 0.33, -0.77], [3.01, 2.19, -2.14], [3.48, 3.44, -2.54], [2.64, 4.31, -3.21], [1.34, 3.91, -3.48], [0.93, 2.68, -3.02], [1.73, 1.83, -2.36], [3.57, -1.34, 0.82], [7.10, 0.34, -0.86], [4.50, 3.74, -2.32], [3.00, 5.28, -3.51], [0.65, 4.55, -4.02], [-0.09, 2.36, -3.21], [-2.85, 4.45, 0.42], [-1.28, 3.84, 0.73], [-0.55, 4.23, 1.85], [0.71, 3.70, 2.03], [1.19, 2.78, 1.13], [0.49, 2.37, 0.05], [-0.72, 2.92, -0.14], [-0.97, 4.95, 2.54], [1.32, 3.99, 2.88], [2.19, 2.36, 1.22], [-1.28, 2.64, -1.02], [2.31, 0.33, 4.68], [1.53, -0.78, 3.95], [1.37, -0.50, 2.55], [1.23, -0.28, 1.43], [2.37, 0.08, 5.74], [1.80, 1.28, 4.58], [3.32, 0.42, 4.29], [0.55, -0.92, 4.40], [2.06, -1.74, 4.04], [-1.95, -2.93, -1.27], [-2.58, -1.65, 0.11], [-1.50, 0.10, 0.18], [-4.30, -1.18, -0.20], [-5.31, -2.08, 0.15], [-6.63, -1.76, -0.13], [-6.95, -0.55, -0.73], [-5.94, 0.34, -1.08], [-4.62, 0.03, -0.82], [-2.61, -2.35, 1.78], [-2.54, -3.72, 1.97], [-2.74, -4.25, 3.24], [-3.01, -3.40, 4.30], [-3.05, -2.02, 4.12], [-2.85, -1.49, 2.85], [-5.06, -3.02, 0.62], [-7.41, -2.45, 0.14], [-7.98, -0.30, -0.93], [-6.19, 1.28, -1.55], [-3.83, 0.72, -1.08], [-2.35, -4.38, 1.13], [-2.71, -5.32, 3.39], [-3.21, -3.82, 5.28], [-3.25, -1.37, 4.95], [-2.89, -0.42, 2.69]], "e_tot_ev": -93465.982, "e_lumo_ha": -0.239, "total_charge": 2, "homo_lumo_gap_ev": 6.65, "relative_energy_kj_mol": 136.0}